(1)
Computed, not measured: a 2-piece molecular cluster, CH2ClI3Si overall, with the ωB97M-V functional and the def2-TZVPD basis.

Each line ends with the natural charge from an NBO analysis.
Positions of all 8 atoms, in Å:
1 C 0.6829 -0.6545 -0.0530  -0.891
2 Si -1.0761 -0.3452 -0.7247  0.777
3 Cl 0.5347 -1.0330 1.6860  -0.041
4 I -1.7795 1.9962 -0.8100  -0.169
5 I 2.0120 2.9975 0.3241  -0.020
6 I -2.8490 -1.7247 0.2762  -0.165
7 H 1.2902 0.2490 -0.1548  0.259
8 H 1.1848 -1.4852 -0.5438  0.252

Properties
HOMO energy (alpha / beta), eV: -9.844 / -7.824
Orbital gap (alpha / beta), eV: 8.27 / 4.44
ΔE to the lowest compared entry with this formula, charge and spin, kcal per mole: 70.9
DFT total energy, Eh: -1682.07484

=====

(2)
Computed, not measured: a 2-piece molecular cluster, C5H11NO overall, with the ωB97M-V functional and the def2-TZVPD basis.

Each line ends with the natural charge from an NBO analysis.
Positions of all 18 atoms, in Å:
1 C 0.6239 -1.4148 1.6707  -0.649
2 C 1.1335 -0.0748 1.1502  -0.258
3 N 0.1715 0.8995 0.6537  -0.392
4 C -1.0702 0.7049 0.8039  -0.087
5 C -0.4645 -0.1869 -1.4973  0.462
6 O 0.3067 -1.1159 -1.4391  -0.567
7 C -0.2685 1.0912 -2.2609  -0.717
8 H 1.4619 -1.9658 2.1087  0.222
9 H 0.2099 -2.0191 0.8564  0.231
10 H -0.1346 -1.2983 2.4524  0.198
11 H 1.8587 -0.2579 0.3456  0.218
12 H 1.6738 0.4659 1.9345  0.208
13 H -1.5223 -0.1815 1.2640  0.162
14 H -1.7698 1.4449 0.4023  0.173
15 H -1.4737 -0.2643 -1.0400  0.099
16 H 0.7620 1.1886 -2.6028  0.233
17 H -0.5531 1.9770 -1.6840  0.238
18 H -0.9453 1.0073 -3.1184  0.229

Properties
HOMO energy, eV: -9.630
Orbital gap, eV: 10.62
ΔE to the lowest compared entry with this formula, charge and spin, kcal per mole: 54.4
SMILES: C=NCC.CC=O
DFT total energy, Eh: -327.04471

=====

(3)
Computed, not measured: a 10-piece molecular cluster, C33H44FN2O27 overall at a distorted geometry, with the ωB97M-V functional and the def2-TZVPD basis.

Each line ends with the Mulliken charge.
Positions of all 107 atoms, in Å:
1 F 0.4374 -4.3441 -1.5331  -0.258
2 C -0.5923 -3.5604 -2.2789  -0.255
3 C -1.4066 -2.4867 -1.2883  -0.265
4 C -3.0253 -2.7947 -1.5956  0.074
5 C -3.7850 -1.5777 -2.3728  0.066
6 C -5.3753 -2.0201 -2.6718  -0.276
7 C -5.6627 -3.5216 -2.0968  -0.161
8 N -4.7687 -4.4566 -1.3588  0.029
9 N -3.4799 -4.1090 -1.1101  -0.370
10 H -1.3597 -4.3693 -2.7043  0.211
11 H -0.1634 -3.0136 -3.2378  0.286
12 H -1.1006 -1.3881 -1.6011  0.255
13 H -1.1368 -2.6816 -0.1518  0.303
14 H -3.3385 -0.5464 -2.6971  0.243
15 H -6.1337 -1.3293 -3.2529  0.436
16 H -6.7659 -3.9322 -2.3012  0.375
17 H -5.1095 -5.4080 -1.0268  0.305
18 C -6.7969 2.5800 -0.3140  -0.378
19 C -5.6716 1.6303 -0.0596  -0.300
20 O -5.9218 0.5775 -0.9713  -0.218
21 C -6.6780 1.0985 -1.9814  0.734
22 O -6.9347 0.5147 -3.0211  -0.619
23 O -7.1084 2.3576 -1.6766  -0.314
24 H -6.5086 3.6215 -0.1473  0.311
25 H -7.6804 2.3536 0.2920  0.275
26 H -4.6944 2.0696 -0.2861  0.226
27 H -5.6647 1.2593 0.9690  0.294
28 C 3.4345 -5.1498 1.0006  0.644
29 C 1.9666 -5.3969 0.8701  -0.160
30 O 1.5206 -5.4248 2.2126  -0.355
31 C 2.4281 -4.7172 2.9471  0.568
32 O 2.2696 -4.3951 4.1128  -0.616
33 O 3.5350 -4.4165 2.2069  -0.187
34 H 3.8360 -4.5739 0.1623  0.101
35 H 4.0074 -6.0774 1.1022  -0.351
36 H 1.4515 -4.5868 0.3430  0.105
37 H 1.7469 -6.3434 0.3685  0.350
38 C 2.7098 -1.5994 6.7430  -0.311
39 C 3.9600 -1.8203 5.9549  0.050
40 O 4.4679 -0.5117 5.7767  -0.299
41 C 3.9569 0.2531 6.7855  0.648
42 O 4.3179 1.3904 7.0381  -0.575
43 O 2.9905 -0.4210 7.4748  -0.303
44 H 2.4902 -2.4316 7.4174  0.302
45 H 1.8389 -1.4196 6.1040  0.277
46 H 4.6992 -2.4153 6.5016  0.244
47 H 3.7649 -2.2955 4.9896  -0.031
48 C -2.8931 3.8034 -4.7999  0.178
49 C -3.8671 2.6723 -4.8678  -0.355
50 O -3.2378 1.6551 -4.1119  -0.309
51 C -2.3704 2.2738 -3.2585  0.660
52 O -1.7857 1.7147 -2.3457  -0.582
53 O -2.2436 3.5993 -3.5592  -0.324
54 H -3.3858 4.7793 -4.8237  0.029
55 H -2.1471 3.7616 -5.6005  0.159
56 H -4.8266 2.9181 -4.4005  0.213
57 H -4.0465 2.3386 -5.8936  0.366
58 C 6.1345 2.9206 9.8229  -0.351
59 C 4.6666 2.6735 9.6924  0.205
60 O 4.2206 2.6455 11.0350  -0.322
61 C 5.1281 3.3531 11.7694  0.617
62 O 4.9696 3.6752 12.9351  -0.551
63 O 6.2350 3.6539 11.0292  -0.318
64 H 6.5360 3.4965 8.9846  0.282
65 H 6.7074 1.9929 9.9245  0.294
66 H 4.1515 3.4835 9.1654  0.215
67 H 4.4469 1.7270 9.1909  -0.079
68 C 6.7799 -2.0226 1.3273  -0.310
69 C 6.8698 -1.0540 0.1929  -0.353
70 O 6.5372 -1.8416 -0.9345  -0.338
71 C 5.7968 -2.8942 -0.4789  0.627
72 O 5.2012 -3.6795 -1.1974  -0.582
73 O 5.8093 -2.9526 0.8848  -0.203
74 H 6.4631 -1.5450 2.2585  0.266
75 H 7.7228 -2.5516 1.5014  0.268
76 H 6.1444 -0.2384 0.2811  0.261
77 H 7.8717 -0.6288 0.0872  0.310
78 C -1.3058 8.9122 -5.7278  -0.296
79 C -1.6437 8.7242 -4.2844  -0.297
80 O -2.8324 7.9577 -4.3257  -0.281
81 C -2.8410 7.3029 -5.5235  0.696
82 O -3.6329 6.4247 -5.8227  -0.700
83 O -1.8478 7.7580 -6.3419  -0.286
84 H -0.2274 8.9721 -5.8987  0.293
85 H -1.7841 9.7987 -6.1573  0.277
86 H -0.8764 8.1582 -3.7457  0.260
87 H -1.8122 9.6739 -3.7693  0.291
88 C -7.1113 6.8523 -7.6369  -0.332
89 C -5.9860 5.9026 -7.3824  0.095
90 O -6.2362 4.8498 -8.2941  -0.312
91 C -6.9925 5.3708 -9.3042  0.580
92 O -7.2492 4.7871 -10.3439  -0.556
93 O -7.4228 6.6300 -8.9994  -0.303
94 H -6.8230 7.8938 -7.4701  0.293
95 H -7.9948 6.6260 -7.0308  0.268
96 H -5.0088 6.3420 -7.6090  0.112
97 H -5.9791 5.5316 -6.3538  0.147
98 C 4.5609 -9.4606 2.9334  -0.303
99 C 5.8292 -9.0987 3.6358  -0.323
100 O 6.5117 -8.3029 2.6856  -0.311
101 C 5.5661 -7.7884 1.8461  0.676
102 O 5.7816 -6.9241 1.0129  -0.568
103 O 4.3482 -8.3663 2.0615  -0.316
104 H 3.7207 -9.5752 3.6237  0.295
105 H 4.6589 -10.3738 2.3370  0.266
106 H 5.6525 -8.5010 4.5362  0.265
107 H 6.4221 -9.9776 3.9033  0.289

Properties
HOMO energy, eV: -11.351
Total charge: +1
Orbital gap, eV: 6.20
DFT total energy, Eh: -3524.28378